(1)
Computed, not measured: C14H35ClO13P4 as an isolated structure in a non-equilibrium geometry, with ωB97M-V with the def2-TZVPD basis set.

Cartesian coordinates (Å):
1 C -0.66955 -6.15212 4.76753
2 C -0.68739 -4.92996 5.29880
3 O -1.86269 -4.19466 5.45953
4 P -2.29219 -3.26328 4.22792
5 O -2.14012 -1.84716 4.52461
6 O -1.33686 -3.61096 2.99014
7 O -3.73982 -3.67731 3.68225
8 P -5.04876 -3.77914 4.76263
9 O -4.79836 -5.23803 5.44436
10 Cl -4.68974 -2.56092 6.36462
11 H -1.46240 -6.85301 5.00917
12 H 0.13589 -6.44008 4.10516
13 H 0.22532 -4.49588 5.69867
14 H -0.61596 -2.97229 3.08535
15 H -5.10709 -5.88638 4.79604
16 O -1.13364 -0.27605 -2.65194
17 P -1.48853 -1.71132 -2.74343
18 O -0.05409 -2.50521 -2.78550
19 C 1.05605 -2.06988 -2.00443
20 C 1.14328 -2.80735 -0.68141
21 O -1.94418 -1.86242 -4.29615
22 C -2.19896 -0.71551 -5.10601
23 C -0.96130 -0.31349 -5.88354
24 O -2.38970 -3.01263 -2.40227
25 C -2.29649 -3.65681 -1.13041
26 C -2.63174 -2.73932 0.02618
27 H 1.02746 -0.99253 -1.83318
28 H 1.95112 -2.27897 -2.59299
29 H 0.27609 -2.58774 -0.05338
30 H 2.03986 -2.50876 -0.13609
31 H 1.17907 -3.88654 -0.83816
32 H -2.57312 0.11111 -4.50353
33 H -2.99573 -0.98851 -5.80034
34 H -0.08515 -0.25487 -5.23841
35 H -1.10682 0.65292 -6.36858
36 H -0.74049 -1.05564 -6.65277
37 H -1.30814 -4.10673 -1.01477
38 H -3.00668 -4.48398 -1.15329
39 H -2.00498 -1.84012 0.02109
40 H -2.48865 -3.25427 0.97273
41 H -3.67024 -2.41057 -0.03567
42 O 0.89949 5.18122 -0.89651
43 P 1.82723 4.59125 0.09718
44 O 2.89222 3.70559 -0.77879
45 C 3.36191 4.14913 -2.04913
46 C 4.68327 4.88614 -1.94036
47 O 0.92314 3.42912 0.77666
48 C -0.49049 3.37136 0.57044
49 C -0.83296 2.45822 -0.58946
50 O 2.71579 4.61425 1.45555
51 C 3.94476 5.33640 1.52457
52 C 3.77738 6.81679 1.24894
53 H 2.62277 4.77344 -2.55301
54 H 3.49767 3.25455 -2.65946
55 H 4.57147 5.80789 -1.36466
56 H 5.05652 5.15046 -2.93063
57 H 5.43376 4.26949 -1.44356
58 H -0.90315 4.36888 0.42528
59 H -0.92902 2.97829 1.48949
60 H -0.23569 2.68148 -1.47259
61 H -1.88852 2.54434 -0.85024
62 H -0.62846 1.41935 -0.32788
63 H 4.68049 4.88174 0.85787
64 H 4.32385 5.19845 2.53761
65 H 3.29968 6.99211 0.27920
66 H 4.74534 7.31817 1.25310
67 H 3.14696 7.27830 2.00982

Values from the calculation:
- electronic energy (Eh) = -3358.39060
- lowest unoccupied orbital energy (eV) = 0.2879
- HOMO (eV) = -9.8

(2)
Computed, not measured: C14H36AlN4O5 as an isolated structure in a non-equilibrium geometry, with ωB97M-V with the def2-TZVPD basis set.

Cartesian coordinates (Å):
1 N -0.14207 7.30382 -0.00882
2 C -0.11145 6.34222 0.65055
3 O 0.19200 5.26624 1.19426
4 Al 1.39529 5.55599 2.63216
5 C 0.28278 6.18171 4.19861
6 N 1.09199 6.68552 5.34612
7 H 2.43509 6.70246 2.17551
8 H 2.24280 4.21516 2.93637
9 H -0.37781 5.37277 4.51908
10 H -0.35622 6.99531 3.86224
11 H 2.04127 6.35383 5.29389
12 H 1.08744 7.68868 5.31466
13 C 0.62847 3.80751 -3.52006
14 O 1.11821 2.94472 -2.51493
15 C 0.61265 3.23734 -1.20855
16 C -0.34373 2.16128 -0.74141
17 N -1.59680 2.19123 -1.49234
18 C -2.45231 1.02797 -1.29170
19 C -1.91689 -0.34570 -1.69110
20 O -1.74908 -0.53206 -3.08660
21 C -0.53552 -0.03053 -3.62082
22 H 1.21521 3.63020 -4.42182
23 H -0.42421 3.60549 -3.75200
24 H 0.73926 4.85618 -3.23189
25 H 0.15201 4.22468 -1.16452
26 H 1.47121 3.24568 -0.53514
27 H -0.55741 2.31352 0.31920
28 H 0.17266 1.19738 -0.85262
29 H -1.38574 2.26338 -2.47810
30 H -3.36541 1.20231 -1.86734
31 H -2.74535 0.99188 -0.23733
32 H -2.66757 -1.08274 -1.38890
33 H -0.99814 -0.61167 -1.15476
34 H 0.28957 -0.10736 -2.90915
35 H -0.64683 1.00549 -3.94745
36 H -0.29040 -0.62570 -4.50215
37 C -0.33446 -3.78714 -2.03440
38 O -0.56972 -5.06791 -1.47417
39 C 0.59458 -5.86894 -1.33525
40 C 0.97705 -6.03348 0.12199
41 N 1.48070 -4.78803 0.68626
42 C 1.61246 -4.79125 2.14149
43 C 0.35481 -4.99502 2.98420
44 O -0.56996 -3.92681 2.92981
45 C -1.45398 -3.93926 1.82372
46 H -1.30002 -3.34416 -2.27181
47 H 0.17671 -3.12861 -1.32391
48 H 0.25076 -3.85766 -2.95533
49 H 1.42858 -5.47180 -1.92062
50 H 0.34662 -6.85629 -1.73638
51 H 1.75288 -6.80104 0.20420
52 H 0.08511 -6.39302 0.65186
53 H 0.85888 -4.03469 0.42643
54 H 2.04177 -3.82718 2.42253
55 H 2.34484 -5.55640 2.41986
56 H 0.67651 -5.04724 4.02767
57 H -0.14423 -5.94851 2.77178
58 H -1.71141 -4.95537 1.51458
59 H -1.03548 -3.38752 0.97787
60 H -2.36800 -3.42685 2.12449

Values from the calculation:
- energy relative to the best compared isomer or geometry (same formula, charge and spin) (kJ/mol) = 184.4
- electronic energy (Eh) = -1392.64454
- lowest unoccupied orbital energy (eV) = 2.2458
- total charge = -1
- HOMO (eV) = -4.6

(3)
Computed, not measured: C14H36Cd2O14 as an isolated structure in a non-equilibrium geometry, with ωB97M-V with the def2-TZVPD basis set.

Cartesian coordinates (Å):
1 Cd 23.57744 27.37928 15.68362
2 Cd 24.19145 23.40892 13.96902
3 C 24.95161 27.09146 11.45490
4 C 24.77032 26.53369 12.85775
5 O 24.75464 25.27010 13.01453
6 O 24.52923 27.32074 13.81737
7 H 25.53754 27.98648 11.67885
8 H 23.98204 27.28388 10.99783
9 H 25.48581 26.49690 10.71920
10 C 26.79459 24.85986 17.32055
11 C 25.51231 25.08691 16.59627
12 O 24.87398 26.14192 16.87167
13 O 25.12280 24.25150 15.71641
14 H 26.91693 23.91660 17.84171
15 H 27.02911 25.68107 17.99825
16 H 27.68890 24.97439 16.69520
17 C 24.32717 20.29672 18.97969
18 C 25.32398 21.38898 18.61815
19 O 26.00756 21.19543 17.35582
20 O 24.30874 20.05459 20.36393
21 H 24.56236 19.40204 18.39794
22 H 23.34238 20.67439 18.68320
23 H 26.16514 21.29894 19.31930
24 H 24.89561 22.38988 18.71745
25 H 26.49888 21.98855 17.13053
26 H 24.27855 19.10295 20.49899
27 C 27.41264 26.35488 21.42872
28 C 27.92044 26.06846 22.84142
29 O 28.50771 24.79760 23.02454
30 O 28.36674 25.86460 20.49815
31 H 27.18414 27.41617 21.30188
32 H 26.43671 25.87290 21.28922
33 H 27.14475 26.29824 23.57092
34 H 28.70376 26.79632 23.09140
35 H 29.00965 24.62580 22.21763
36 H 27.99231 25.85321 19.61856
37 C 25.84141 29.41929 16.87525
38 C 25.42858 29.61779 18.33992
39 O 25.59488 28.34307 19.03221
40 O 24.72234 29.12032 15.96904
41 H 26.60831 28.65241 16.80483
42 H 26.29531 30.37032 16.57982
43 H 24.43523 30.06496 18.38661
44 H 26.20817 30.17071 18.85810
45 H 24.92906 27.72581 18.70645
46 H 24.92309 29.73366 15.24787
47 C 29.41325 23.76221 13.36382
48 C 29.28599 22.76822 12.24007
49 O 28.74648 23.31155 11.04878
50 O 28.18406 24.42494 13.73055
51 H 30.07709 24.57379 13.06542
52 H 29.81778 23.26207 14.24763
53 H 28.65640 21.95172 12.62367
54 H 30.30818 22.45086 12.03898
55 H 27.89979 23.69428 11.30850
56 H 27.55406 23.75278 14.01530
57 C 23.65258 20.30615 15.00187
58 C 22.21706 20.35457 14.57156
59 O 21.36159 20.98716 15.52157
60 O 24.19772 21.58590 15.36488
61 H 24.19248 19.92567 14.12738
62 H 23.77152 19.62215 15.84090
63 H 21.80482 19.35671 14.43000
64 H 22.02884 20.89041 13.62311
65 H 21.53330 21.92433 15.61698
66 H 24.89448 21.45833 16.06080

Values from the calculation:
- electronic energy (Eh) = -1943.17867
- lowest unoccupied orbital energy (eV) = -8.6480
- total charge = +2
- HOMO (eV) = -13.2

- What is the formula in the first record?
  C14H35ClO13P4